Entry 1:
49
Properties=species:S:1:pos:R:3:forces:R:3:lowdin_charge:R:1 method="wB97M-V/def2-TZVPD" homo_energy_ha="-0.5571 / -0.5566" multiplicity=2 total_charge=+2 s2=0.756 orbital_gap_ev="8.03 / 6.04" lumo_energy_ev="-7.129 / -9.107"
Ir 0.509 0.236 0.901 0.21 -0.43 0.17 1.346
O 4.116 -0.009 -0.635 -0.01 -0.02 0.00 -0.226
S 2.958 0.683 -0.184 0.03 0.20 0.11 0.595
O 2.546 0.320 1.238 0.02 0.02 -0.09 -0.426
O 1.691 0.350 -0.922 -0.20 0.12 0.12 -0.430
C 3.229 2.420 -0.274 0.01 -0.02 0.00 -0.234
C 4.514 2.786 -0.641 0.03 0.01 -0.01 -0.025
C 4.856 4.131 -0.744 0.02 -0.04 -0.01 -0.015
C 3.915 5.101 -0.479 -0.05 0.02 0.00 -0.005
C 2.620 4.740 -0.109 0.03 0.02 0.00 -0.014
C 2.263 3.410 -0.003 0.00 0.00 0.01 -0.218
S 0.577 3.119 0.478 -0.12 -0.06 -0.16 0.562
O 0.653 2.185 1.681 0.06 -0.14 -0.14 -0.414
O -0.020 4.365 0.788 0.00 0.03 0.06 -0.209
O -0.055 2.287 -0.555 -0.04 0.24 -0.03 -0.347
H 5.247 2.020 -0.847 0.01 0.00 0.00 0.121
H 5.862 4.403 -1.032 0.00 0.00 0.00 0.128
H 4.172 6.149 -0.555 -0.01 0.00 0.00 0.130
H 1.879 5.497 0.102 0.00 0.00 0.00 0.126
N -1.539 0.268 0.484 -0.02 0.03 -0.04 -0.015
C -2.331 0.046 1.695 0.09 0.03 0.07 -0.196
C -3.692 -0.013 1.737 0.03 0.00 -0.01 0.034
C -4.336 -0.186 2.982 0.07 -0.01 0.12 -0.014
C -3.614 -0.281 4.143 -0.07 0.01 -0.10 0.025
C -2.201 -0.217 4.116 0.01 0.00 0.01 -0.117
C -1.364 -0.283 5.254 0.08 0.00 -0.01 0.061
C -0.003 -0.195 5.112 -0.09 -0.01 0.00 0.013
C 0.549 -0.050 3.832 0.04 0.02 0.03 -0.047
N -0.215 0.002 2.760 -0.12 0.00 -0.03 -0.108
C -1.576 -0.063 2.871 -0.02 0.03 -0.12 -0.156
H -1.698 1.204 0.096 0.02 0.01 0.00 0.117
H -1.799 -0.392 -0.248 0.00 -0.01 0.02 0.125
H -4.281 0.082 0.833 0.00 0.00 0.00 0.137
H -5.415 -0.232 3.009 0.00 0.00 0.01 0.128
H -4.116 -0.402 5.094 -0.01 0.00 0.00 0.136
H -1.808 -0.395 6.235 0.00 0.00 0.00 0.142
H 0.659 -0.233 5.964 0.00 0.00 0.00 0.130
H 1.618 0.028 3.672 -0.02 -0.01 0.02 0.136
S 0.486 -2.001 0.641 -0.06 -0.02 0.04 0.803
C 2.091 -2.456 0.033 0.20 0.32 0.02 -0.665
N 2.328 -2.375 -1.294 -0.01 -0.16 0.03 0.113
C 3.513 -2.725 -1.819 0.00 -0.01 0.01 0.015
C 4.497 -3.176 -0.976 -0.01 -0.02 0.02 0.032
C 4.198 -3.215 0.381 0.03 -0.07 -0.05 -0.017
N 3.007 -2.859 0.873 -0.14 -0.09 -0.03 0.131
H 1.610 -1.977 -1.889 -0.02 -0.01 -0.03 0.167
H 3.626 -2.618 -2.889 0.00 -0.01 0.00 0.162
H 5.462 -3.472 -1.356 0.00 0.00 0.00 0.138
H 4.931 -3.546 1.106 0.01 0.02 0.00 0.143

***

Entry 2:
43
Properties=species:S:1:pos:R:3:forces:R:3:lowdin_charge:R:1 method="wB97M-V/def2-TZVPD" homo_energy_ha="-0.5199 / -0.5198" multiplicity=2 total_charge=+2 s2=0.996 orbital_gap_ev="4.99 / 5.51" lumo_energy_ev="-9.155 / -8.630"
Mn 0.881 1.030 0.630 -0.60 -1.89 -0.23 0.909
O 0.369 -1.482 3.440 -1.89 -2.09 2.71 0.275
C 0.824 -0.810 2.634 1.71 1.50 -2.20 -0.479
O 0.124 0.130 1.916 0.09 0.88 -0.67 -0.064
C 2.245 -0.834 2.207 0.22 0.34 -0.37 -0.153
C 3.190 -1.649 2.770 0.39 -0.13 0.03 0.072
C 4.496 -1.577 2.282 -0.17 0.08 -0.04 0.036
C 4.785 -0.690 1.249 -0.09 -0.13 0.16 0.010
C 3.772 0.097 0.732 -0.18 0.12 -0.03 -0.074
N 2.518 0.026 1.206 0.02 0.23 -0.14 0.025
H 2.897 -2.316 3.570 0.04 0.00 -0.01 0.151
H 5.274 -2.202 2.701 -0.02 0.01 -0.01 0.139
H 5.784 -0.603 0.845 0.00 -0.01 0.00 0.133
H 3.961 0.796 -0.073 -0.02 -0.02 -0.01 0.135
C 2.352 3.902 1.184 0.37 -0.05 0.50 0.048
C 1.520 2.832 0.646 0.87 0.98 0.64 -0.252
O 0.637 2.826 -0.143 -1.05 -0.30 -1.06 0.158
H 1.892 4.172 2.148 0.14 -0.05 -0.06 0.141
H 2.347 4.778 0.537 -0.08 -0.08 -0.13 0.127
H 3.362 3.540 1.378 -0.05 0.08 0.08 0.110
C 0.772 -1.608 -2.665 -1.19 -0.57 -1.43 0.004
C 1.223 -0.891 -1.622 0.62 0.58 0.98 -0.100
N 0.509 0.131 -1.121 -0.71 0.99 0.67 -0.004
C -0.719 0.415 -1.638 1.15 0.77 1.48 -0.045
C -1.276 -0.314 -2.633 -1.39 -0.46 -1.25 -0.165
C -0.504 -1.309 -3.196 0.88 -0.62 0.13 0.072
C -2.664 -0.031 -3.140 3.93 -0.41 -1.92 -0.040
C -3.748 0.074 -2.482 -3.05 -0.01 3.25 -0.017
C -4.010 -0.192 -1.015 0.90 0.11 0.07 -0.222
C -5.312 -0.342 -0.610 -0.58 -0.02 -0.17 0.005
C -5.525 -0.643 0.717 0.05 0.15 0.24 -0.078
N -4.515 -0.760 1.566 -1.59 -0.62 1.76 0.095
C -3.296 -0.627 1.156 -0.19 0.49 -1.63 -0.198
N -3.013 -0.334 -0.109 1.09 0.27 -1.17 0.120
H 1.380 -2.404 -3.068 -0.06 -0.03 -0.07 0.132
H 2.176 -1.095 -1.157 0.03 -0.02 0.01 0.114
H -1.250 1.266 -1.230 0.07 -0.05 0.10 0.132
H -0.896 -1.884 -4.024 0.05 -0.04 -0.02 0.143
H -2.769 0.036 -4.214 0.36 0.10 -0.20 0.130
H -4.631 0.278 -3.068 -0.30 -0.02 0.15 0.125
H -6.136 -0.230 -1.298 -0.08 -0.02 -0.07 0.123
H -6.529 -0.766 1.113 0.13 -0.03 0.02 0.127
H -2.498 -0.738 1.878 0.17 0.01 -0.08 0.102

***

Entry 3:
46
Properties=species:S:1:pos:R:3:forces:R:3:lowdin_charge:R:1 method="wB97M-V/def2-TZVPD" homo_energy_ha=-0.1722 total_charge=-1 orbital_gap_ev=7.28 lumo_energy_ev=2.592
Al 0.061 0.807 -0.901 -0.04 0.08 -0.03 -0.183
S 0.921 2.855 -0.294 0.04 -0.12 0.01 0.754
C -0.079 3.284 1.089 -0.06 0.01 -0.02 -0.654
C 0.360 4.263 1.979 0.03 0.02 0.00 -0.143
C -0.405 4.642 3.071 0.00 0.01 0.01 -0.123
C -1.634 4.035 3.292 -0.01 -0.01 -0.01 -0.123
C -2.082 3.059 2.416 0.01 0.01 0.01 -0.138
C -1.325 2.671 1.311 -0.02 -0.02 -0.02 -0.644
S -1.952 1.461 0.197 -0.01 0.01 0.02 0.731
H 1.323 4.727 1.804 0.00 0.00 0.00 0.089
H -0.038 5.404 3.748 0.00 0.00 0.00 0.089
H -2.243 4.317 4.143 0.01 0.00 0.00 0.089
H -3.040 2.580 2.579 0.00 0.00 0.00 0.090
N -0.960 -1.310 1.500 0.03 -0.08 -0.05 0.211
C 0.280 -1.421 1.021 -0.07 0.03 0.03 -0.434
O 0.748 -0.526 0.219 0.07 0.06 -0.02 -0.048
C 1.085 -2.515 1.417 -0.07 0.02 -0.05 -0.206
C 2.436 -2.587 1.026 -0.04 -0.02 -0.04 -0.242
N 3.548 -2.618 0.708 0.04 0.02 0.00 0.125
C 0.539 -3.513 2.253 0.18 0.00 0.13 -0.253
N 0.075 -4.302 2.959 -0.10 -0.02 -0.06 0.118
H -1.349 -2.057 2.050 0.01 0.00 0.01 0.106
H -1.545 -0.536 1.193 0.00 0.06 0.00 0.011
C 3.908 1.466 -2.708 -0.01 -0.02 -0.03 0.020
C 2.934 0.713 -1.850 -0.06 0.01 -0.16 -0.534
N 3.398 -0.060 -0.888 -0.12 0.02 0.11 0.232
O 1.715 0.838 -2.079 0.08 -0.02 0.16 -0.064
H 4.944 1.202 -2.499 0.00 0.00 0.00 0.077
H 3.756 2.530 -2.527 0.00 -0.01 0.01 0.093
H 3.678 1.266 -3.753 0.01 0.00 0.00 0.092
H 4.379 -0.198 -0.732 -0.01 -0.01 0.00 0.114
H 2.735 -0.555 -0.299 0.06 -0.02 -0.04 0.067
Cl 0.835 -2.650 -2.336 0.00 0.00 0.01 0.718
C -0.810 -2.565 -1.749 0.01 0.02 -0.01 -0.598
C -1.331 -3.698 -1.143 0.02 0.00 -0.01 -0.126
C -2.626 -3.682 -0.654 -0.01 0.01 0.01 -0.109
C -3.386 -2.527 -0.795 -0.01 -0.02 0.01 -0.101
C -2.846 -1.405 -1.397 0.04 -0.01 -0.02 -0.082
C -1.530 -1.373 -1.882 -0.04 0.00 0.02 -0.334
C -0.934 -0.118 -2.401 0.03 -0.02 0.00 -0.187
H -0.708 -4.578 -1.045 0.00 0.00 0.00 0.101
H -3.030 -4.560 -0.167 0.00 0.00 0.00 0.095
H -4.404 -2.497 -0.424 0.00 0.00 0.00 0.097
H -3.438 -0.502 -1.482 -0.01 0.00 0.00 0.097
H -1.723 0.549 -2.753 0.01 0.01 0.00 0.064
H -0.239 -0.314 -3.217 -0.01 0.00 0.00 0.043

***

Entry 4:
47
Properties=species:S:1:pos:R:3:forces:R:3:lowdin_charge:R:1 method="wB97M-V/def2-TZVPD" homo_energy_ha=-0.2833 total_charge=0 orbital_gap_ev=7.55 lumo_energy_ev=-0.157
Cd -0.146 -1.681 0.668 0.09 -0.04 0.00 1.381
O -0.901 3.315 -1.012 0.06 0.10 0.05 0.014
C -1.971 2.709 -1.572 -0.05 0.02 -0.05 -0.294
C -2.619 3.376 -2.611 0.04 0.00 0.02 -0.024
C -3.687 2.787 -3.259 0.01 0.02 0.00 -0.083
C -4.126 1.521 -2.886 -0.04 -0.02 -0.01 -0.090
C -3.483 0.859 -1.859 -0.01 -0.02 0.05 -0.025
C -2.407 1.434 -1.183 0.05 -0.03 0.04 -0.092
C -1.701 0.634 -0.145 -0.05 0.01 -0.02 -0.493
O -1.962 -0.613 -0.069 0.03 -0.15 0.01 -0.161
N -0.808 1.284 0.588 -0.13 0.21 -0.11 0.007
N -0.072 0.430 1.373 0.13 -0.11 0.25 -0.100
C 0.476 0.868 2.441 -0.12 0.05 -0.21 -0.078
C 1.253 0.064 3.362 0.07 -0.01 0.08 -0.156
C 1.920 0.791 4.363 0.03 -0.01 0.05 -0.062
C 2.675 0.193 5.344 -0.01 0.10 -0.01 -0.105
C 2.760 -1.198 5.353 0.01 -0.05 0.01 -0.090
C 2.108 -1.942 4.400 -0.03 -0.04 -0.06 -0.035
C 1.341 -1.356 3.365 0.07 -0.19 0.05 -0.380
O 0.774 -2.188 2.519 -0.10 0.09 -0.11 -0.310
H -0.647 2.764 -0.223 -0.01 -0.05 0.02 0.064
H -2.262 4.360 -2.886 0.00 0.00 -0.01 0.116
H -4.181 3.318 -4.062 -0.01 0.00 0.00 0.103
H -4.961 1.059 -3.394 0.00 0.00 0.00 0.099
H -3.793 -0.131 -1.553 0.00 -0.01 0.00 0.113
H 0.344 1.921 2.698 -0.01 0.00 -0.04 0.128
H 1.826 1.871 4.348 0.00 0.03 0.00 0.106
H 3.179 0.787 6.093 0.00 0.01 0.01 0.097
H 3.334 -1.702 6.120 0.01 0.00 0.01 0.103
H 2.151 -3.024 4.421 0.00 0.00 0.00 0.108
Br 0.936 -4.577 0.143 -0.03 0.08 0.02 0.582
C 2.585 -3.972 0.971 0.00 0.01 -0.01 -1.029
Br 3.295 -2.395 0.143 0.07 -0.03 0.03 0.608
H 3.304 -4.774 0.868 -0.03 0.01 0.00 0.001
H 2.327 -3.720 1.991 -0.01 0.00 0.00 -0.035
N 0.660 1.836 -3.269 -0.01 0.06 0.02 0.157
C 0.444 0.507 -3.061 0.01 -0.14 0.04 -0.357
C 0.719 -0.085 -1.810 0.10 0.00 -0.16 -0.103
N 0.466 -1.362 -1.588 -0.15 0.10 0.04 -0.047
C -0.015 -2.098 -2.599 0.04 0.01 -0.03 -0.149
C -0.221 -1.519 -3.836 0.00 -0.10 0.07 -0.112
N -0.009 -0.231 -4.072 0.01 0.12 0.02 0.141
H 0.573 2.436 -2.459 -0.01 0.02 -0.01 0.080
H 0.198 2.199 -4.089 0.04 -0.02 -0.02 0.107
H 1.129 0.503 -0.997 -0.03 -0.01 -0.01 0.108
H -0.217 -3.143 -2.411 -0.01 0.01 0.01 0.076
H -0.587 -2.112 -4.665 0.00 -0.01 0.00 0.109

***

Entry 5:
43
Properties=species:S:1:pos:R:3:forces:R:3:lowdin_charge:R:1 method="wB97M-V/def2-TZVPD" homo_energy_ha="-0.4029 / -0.4255" multiplicity=5 total_charge=+1 s2=6.164 orbital_gap_ev="5.88 / 6.03" lumo_energy_ev="-5.080 / -5.553"
Ir 0.859 0.382 -0.221 0.24 0.32 -0.26 0.985
C 1.281 -1.839 2.280 -0.81 0.33 -0.20 -0.052
C 0.207 -2.107 1.239 -1.20 0.57 -0.04 -0.309
C -0.279 -3.427 1.060 -0.50 -0.70 -0.43 0.040
C -1.152 -3.779 -0.017 1.07 0.94 1.59 0.017
C -1.592 -2.738 -0.807 0.10 0.23 0.26 -0.220
C -2.034 -2.959 -2.129 -0.71 0.01 -1.53 -0.543
Br -3.316 -4.432 -2.274 0.68 0.71 -0.25 0.797
C -1.638 -2.319 -3.289 -0.62 -1.45 1.38 -0.149
C -0.631 -1.324 -3.448 -0.67 -0.35 -0.83 -0.586
Br -0.357 -0.734 -5.297 0.18 -0.32 1.16 0.823
C 0.131 -0.732 -2.540 1.28 3.14 -0.40 -0.207
O 0.680 0.343 -2.248 -0.93 -2.17 -1.72 -0.137
C -1.537 -1.378 -0.222 1.24 1.45 0.38 -0.387
N -0.346 -1.086 0.556 -0.05 -2.24 0.71 -0.052
H 1.409 -2.774 2.830 0.27 0.30 0.08 0.084
H 0.912 -1.035 2.974 0.55 -0.74 -0.64 0.088
H 2.224 -1.546 1.798 -0.14 -0.03 0.32 0.067
H 0.173 -4.198 1.692 -0.31 0.18 -0.35 0.122
H -1.405 -4.805 -0.255 0.29 0.03 -0.02 0.103
H -2.068 -2.752 -4.175 -0.03 0.31 -0.36 0.088
C -4.043 -1.250 -0.207 -0.58 0.18 -1.70 0.011
C -2.740 -0.539 0.125 -0.59 -1.46 -0.75 -0.377
C -2.849 0.565 1.132 -0.45 0.13 0.65 0.013
O -1.906 -0.260 -1.040 -0.20 -0.68 0.63 -0.014
H -4.246 -1.097 -1.310 0.13 -0.19 1.12 0.124
H -4.883 -0.818 0.325 -0.04 0.00 0.08 0.079
H -4.055 -2.338 -0.048 0.24 0.40 0.14 0.081
H -2.259 0.422 2.056 -0.02 0.07 -0.57 0.094
H -3.927 0.598 1.453 1.18 0.37 -0.31 0.100
H -2.547 1.488 0.609 -0.22 -0.19 0.54 0.104
Se 1.750 1.500 1.509 0.28 0.45 1.34 0.773
C 2.664 3.022 0.854 0.45 0.42 -0.12 -0.640
C 3.905 2.861 0.248 -0.13 -1.00 0.17 -0.145
C 4.772 3.916 0.154 0.19 1.37 0.49 -0.073
C 4.420 5.171 0.679 -1.04 0.05 -0.43 -0.043
C 3.098 5.358 1.142 0.72 0.38 0.07 -0.066
C 2.237 4.282 1.246 -0.57 -0.42 0.51 -0.140
H 4.237 1.866 -0.043 -0.10 0.17 -0.08 0.103
H 5.751 3.780 -0.267 0.25 -0.10 -0.12 0.108
H 5.107 6.024 0.657 -0.24 -0.48 -0.01 0.115
H 2.741 6.332 1.489 0.33 -0.28 -0.16 0.115
H 1.252 4.356 1.730 0.49 0.29 -0.30 0.108

***

Entry 6:
48
Properties=species:S:1:pos:R:3:forces:R:3:lowdin_charge:R:1 method="wB97M-V/def2-TZVPD" homo_energy_ha="-0.0942 / -0.1491" multiplicity=5 total_charge=-1 s2=6.091 orbital_gap_ev="4.95 / 5.73" lumo_energy_ev="2.385 / 1.669"
Ir 0.501 -0.565 -0.642 -0.06 0.49 0.44 1.108
N 0.001 -1.339 1.565 0.08 -0.36 -0.10 -0.043
C 1.170 -1.169 2.421 0.13 0.10 -0.24 -0.253
C 2.407 -1.672 1.679 -0.07 0.13 -0.08 -0.247
N 2.633 -0.845 0.483 0.19 -0.05 0.41 -0.064
H -0.805 -0.806 1.865 0.00 0.05 -0.10 0.094
H -0.287 -2.308 1.462 0.03 -0.02 0.09 0.090
H 1.073 -1.671 3.387 0.04 -0.06 0.02 0.109
H 1.302 -0.099 2.605 -0.13 -0.02 0.04 0.077
H 2.232 -2.701 1.356 0.05 0.02 -0.09 0.112
H 3.260 -1.673 2.363 0.06 -0.02 0.01 0.104
H 3.269 -1.265 -0.182 -0.06 -0.05 -0.09 0.072
H 2.966 0.083 0.719 0.00 0.02 -0.01 0.074
Cl -2.748 -7.300 -0.594 0.03 0.04 0.01 0.581
C -2.326 -5.593 -0.595 0.00 -0.01 0.02 -0.700
C -3.295 -4.667 -0.230 -0.01 0.10 0.04 -0.178
C -2.944 -3.317 -0.251 0.02 -0.11 -0.09 -0.600
Cl -4.144 -2.150 0.251 0.01 -0.02 -0.03 0.638
C -1.693 -2.828 -0.668 -0.12 0.29 0.03 -0.429
O -1.479 -1.546 -0.720 -0.28 -0.26 -0.22 -0.286
C -0.692 -3.831 -0.985 0.04 0.14 0.11 -0.176
C 0.631 -3.500 -1.305 -0.03 0.19 0.05 -0.235
O 1.163 -2.301 -1.467 0.06 -0.38 0.05 -0.414
C -1.058 -5.208 -0.945 0.07 0.06 -0.02 -0.103
H -4.290 -4.973 0.061 0.05 0.01 0.00 0.086
H 1.321 -4.331 -1.462 0.03 0.04 -0.10 0.103
H -0.312 -5.950 -1.208 -0.05 -0.01 0.01 0.099
Cl -2.370 1.514 -1.815 0.06 -0.22 -0.02 0.714
C -1.860 2.508 -0.515 0.31 -0.15 0.20 -0.622
C -2.594 3.639 -0.224 0.00 0.13 0.01 -0.133
C -2.182 4.521 0.767 -0.02 -0.01 0.00 -0.099
C -1.016 4.267 1.479 0.01 0.06 0.04 -0.137
C -0.298 3.124 1.219 -0.07 -0.13 -0.17 -0.593
Cl 1.141 2.812 2.143 0.01 0.04 0.03 0.672
C -0.680 2.158 0.231 0.15 0.10 0.19 -0.441
N 0.050 1.058 0.100 -0.44 0.22 -0.50 -0.182
H -3.494 3.836 -0.794 0.06 -0.02 -0.01 0.099
H -2.767 5.407 0.985 0.03 -0.03 -0.03 0.097
H -0.666 4.958 2.235 0.00 -0.05 0.00 0.097
Te 1.614 0.624 -2.761 -0.10 -0.21 -0.04 0.770
C 1.795 2.622 -2.124 0.04 0.04 0.03 -1.046
C 2.743 3.163 -1.299 -0.04 0.14 0.12 -0.282
C 2.583 4.565 -1.085 0.06 -0.06 0.02 -0.221
C 1.517 5.075 -1.764 -0.08 0.00 -0.04 -0.443
S 0.714 3.851 -2.654 -0.01 -0.07 0.05 0.901
H 3.524 2.566 -0.843 -0.05 0.05 -0.06 0.084
H 3.235 5.163 -0.459 -0.07 -0.07 -0.03 0.092
H 1.154 6.094 -1.783 0.09 -0.09 0.02 0.055